Record 1
A structure of composition C24H28FeNO in a non-equilibrium geometry, computed with the ωB97M-V functional and the def2-TZVPD basis.

Structure (XYZ):
```
55
C24H28FeNO the ωB97M-V functional and the def2-TZVPD basis
C 2.566 1.146 -0.333
C 1.190 0.498 -0.231
N 1.112 -0.629 0.727
C -0.074 -1.127 1.061
C -1.347 -0.563 0.472
C -0.090 -2.377 1.852
C 0.371 -3.581 1.254
C 0.593 -4.716 2.019
C 0.288 -4.703 3.386
C -0.255 -3.554 3.974
C -0.484 -2.409 3.209
C 2.331 -1.285 1.253
C 3.612 -0.542 0.895
O 3.407 0.867 0.786
H 3.039 0.813 -1.277
H 2.456 2.237 -0.324
H 0.493 1.290 0.087
H 0.894 0.160 -1.239
H -1.774 -1.392 -0.116
H -1.132 0.251 -0.230
H 0.599 -3.582 0.182
H 1.012 -5.607 1.547
H 0.481 -5.589 3.988
H -0.498 -3.540 5.038
H -0.908 -1.505 3.662
H 2.270 -1.355 2.354
H 2.420 -2.312 0.864
H 4.335 -0.652 1.715
H 4.016 -0.978 -0.042
C -2.082 1.035 2.346
C -2.428 -0.129 1.405
C -3.708 0.168 0.616
C -4.335 -0.735 -0.363
C -5.601 -0.165 -0.763
C -5.751 1.117 -0.106
C -4.574 1.352 0.704
Fe -5.483 -0.342 1.220
C -5.316 -0.433 3.197
C -5.031 -1.716 2.575
C -6.178 -2.090 1.771
C -7.178 -1.040 1.897
C -6.641 -0.018 2.782
H -1.089 0.914 2.789
H -2.106 1.992 1.812
H -2.805 1.085 3.171
H -2.668 -1.008 2.042
H -3.873 -1.645 -0.750
H -6.282 -0.585 -1.501
H -6.563 1.822 -0.264
H -4.330 2.263 1.248
H -4.693 0.068 3.931
H -4.150 -2.326 2.758
H -6.290 -3.026 1.233
H -8.180 -1.058 1.480
H -7.168 0.859 3.149
```

The relative energy (zero: lowest compared OMol25 entry of this formula, charge and spin) comes out at 2.611 eV. The charge is -1. The calculation puts the total energy at -63260.3031 eV. As for the spin multiplicity: 5.

Here are the Löwdin charges for atoms 1 to 6, given in e:
1. C -0.259
2. C -0.212
3. N -0.055
4. C -0.235
5. C -0.142
6. C -0.191

***

Record 2
The molecule C5H10O2 in a non-equilibrium geometry, computed with the ωB97M-V functional and the def2-TZVPD basis.

Structure (XYZ):
```
17
C5H10O2 the ωB97M-V functional and the def2-TZVPD basis
C 1.796 0.281 -0.997
C 1.077 -0.366 0.159
O 1.671 -1.006 1.005
C -0.432 -0.214 0.307
C -0.786 1.024 1.137
C -1.242 -0.392 -0.967
O -0.872 -1.289 1.223
H 1.572 -0.276 -1.916
H 2.873 0.241 -0.818
H 1.477 1.317 -1.153
H -1.184 0.244 1.876
H -1.540 1.694 0.693
H 0.061 1.617 1.517
H -2.299 -0.220 -0.737
H -1.128 -1.424 -1.309
H -0.956 0.295 -1.773
H -0.087 -1.524 1.753
```

The relative energy (zero: lowest compared OMol25 entry of this formula, charge and spin) comes out at 1.796 eV. The charge is 0. The calculation puts the total energy at -9441.2472 eV. Its structure (SMILES) is CC(=O)C(C)(C)O.

Here are the Löwdin charges for atoms 1 to 6, given in e:
1. C 0.003
2. C -0.376
3. O 0.089
4. C -0.533
5. C -0.004
6. C -0.021